1.
Molecular formula: C2H2N2OS
Method: DFT, ωB97M-V/def2-TZVPD

Atoms and positions in Å:
C1 -1.07165 0.12877 -0.14168
C2 1.65305 -0.35349 0.24801
N1 -0.55850 0.47262 -1.16696
N2 -1.25707 0.02948 1.03953
O1 1.25027 -1.38104 0.54921
S1 2.39655 0.99982 -0.06607
H1 -0.44955 0.19636 -2.14626
H2 -1.96310 -0.09251 1.68423

The value obtained for the lowest unoccupied orbital energy is 0.74 eV. The calculation puts the HOMO-LUMO gap at 0.387 Eh. Its SMILES is N=C=N.O=C=S.

2.
Molecular formula: C30H45F5OP2V
Method: DFT, ωB97M-V/def2-TZVPD

Atoms and positions in Å:
V1 -0.65891 0.20721 -0.08033
C1 -2.07960 1.69676 0.24202
C2 -2.55893 0.80252 -0.76911
C3 -2.20060 -0.41043 1.19770
C4 -1.90407 0.96136 1.46631
C5 -2.64531 -0.49068 -0.17130
C6 -1.94804 3.17222 0.09771
H1 -1.54092 3.41469 -0.89860
H2 -1.27123 3.56514 0.87475
H3 -2.92834 3.67627 0.20852
C7 -1.91345 1.53433 2.82857
H4 -1.72276 2.60232 2.80032
H5 -1.16764 1.01044 3.41827
H6 -2.90349 1.37879 3.27095
C8 -2.31470 -1.49298 2.22634
H7 -3.37055 -1.60212 2.52711
H8 -1.72430 -1.23159 3.11702
H9 -1.95514 -2.44622 1.81397
C9 -3.28429 -1.67976 -0.79182
H10 -4.38509 -1.65441 -0.71557
H11 -2.93980 -2.59342 -0.29808
H12 -3.01108 -1.69935 -1.85430
C10 -3.09735 1.21954 -2.09699
H13 -4.08280 1.70254 -2.05748
H14 -3.19108 0.35110 -2.74554
H15 -2.40257 1.92156 -2.55470
C11 1.39583 0.56241 -3.18227
C12 0.36712 1.41622 -3.33427
C13 -0.24429 1.65279 -4.69645
C14 -1.11403 0.54500 -5.33911
C15 -1.22445 -0.73640 -4.54575
C16 -0.19424 -1.56358 -4.42166
C17 1.13552 -1.26578 -5.07134
C18 1.97346 -0.15709 -4.37774
H16 0.55703 1.88629 -5.41990
H17 -0.74550 0.35932 -6.36647
H18 -0.89176 2.54091 -4.62045
H19 2.21584 0.58057 -5.16365
H20 2.00487 0.48961 -2.26676
H21 0.05301 2.13349 -2.55950
H22 2.91701 -0.63175 -4.06699
H23 1.74000 -2.18840 -5.05692
H24 -0.25754 -2.53906 -3.93044
H25 1.01541 -0.99790 -6.13915
H26 -2.13314 0.94890 -5.45605
H27 -2.22659 -0.94816 -4.16307
P1 1.51731 1.91440 0.62633
C19 1.27722 2.78357 2.23789
H28 2.13958 3.40858 2.51239
H29 1.15158 1.97464 2.96628
H30 0.38703 3.41990 2.21034
C20 3.24300 1.31516 0.94382
H31 3.89661 2.08813 1.38643
H32 3.67816 0.97940 -0.00860
H33 3.15838 0.46809 1.64482
C21 1.79749 3.42508 -0.40828
H34 2.23214 3.11978 -1.37061
H35 2.46169 4.15010 0.08995
H36 0.81377 3.89098 -0.57080
P2 0.75235 -2.23337 -0.22226
C22 -0.38963 -3.59034 -0.75848
H37 0.13387 -4.47846 -1.14478
H38 -1.04690 -3.16458 -1.53050
H39 -0.99964 -3.89484 0.10735
C23 2.40924 -2.50133 -1.01273
H40 2.31158 -2.57961 -2.10397
H41 2.92100 -3.40165 -0.63029
H42 3.00282 -1.61069 -0.74092
C24 1.20972 -3.03414 1.38855
H43 1.48246 -4.09221 1.27311
H44 0.32740 -2.92967 2.02961
H45 2.04550 -2.46012 1.80774
F1 1.88131 -1.03707 8.37282
C25 1.54804 -0.90497 7.07473
C26 1.04753 0.28102 6.56054
F2 0.87261 1.32045 7.39545
C27 0.74669 0.43324 5.23115
F3 0.24953 1.65301 4.89087
C28 0.99162 -0.55726 4.23660
O1 0.90465 -0.35541 2.98527
C29 1.37770 -1.80657 4.82240
F4 1.45890 -2.92906 4.06750
C30 1.69647 -1.94331 6.15652
F5 2.16965 -3.12411 6.60599

The value obtained for the lowest unoccupied orbital energy (spin up / spin down) is -5.18 / -4.31 eV. The calculation puts the HOMO-LUMO gap (spin up / spin down) at 0.145 / 0.177 Eh. The expectation value of S² is 2.055. Its spin multiplicity is 3. As for the charge: +1.

3.
Molecular formula: C4H4O5Tl
Method: DFT, ωB97M-V/def2-TZVPD

Atoms and positions in Å:
O1 0.52655 -0.31445 -0.89842
C1 0.81623 0.82914 -0.43958
O2 0.11842 1.84718 -0.64276
Tl1 -0.03580 -2.09413 0.13851
C2 -2.05123 0.18168 0.69171
O3 -2.08645 -0.87408 0.17125
O4 -2.35462 1.04925 1.40940
O5 2.25680 1.16875 -0.45809
C3 3.30998 0.28635 -0.87145
H1 2.98373 -0.21532 -1.80901
C4 3.59338 -0.73496 0.21836
H2 4.23869 -1.53759 -0.18137
H3 4.12950 -0.28910 1.07111
H4 2.69390 -1.21957 0.67198

The value obtained for the lowest unoccupied orbital energy (spin up / spin down) is 2.35 / 2.35 eV. The calculation puts the HOMO-LUMO gap (spin up / spin down) at 0.131 / 0.131 Eh. As for the charge: -1.

4.
Molecular formula: C5H9FS
Method: DFT, ωB97M-V/def2-TZVPD

Atoms and positions in Å:
C1 0.83166 -0.63028 0.89900
C2 2.06780 -0.85328 0.01314
C3 -0.44272 -0.38982 0.14329
C4 -2.53151 0.82950 -0.51402
C5 -1.24862 0.65635 0.23113
F1 -0.74810 -1.41460 -0.69889
S1 3.06987 0.65075 -0.31497
H1 0.69017 -1.53539 1.50054
H2 1.00992 0.19792 1.58187
H3 2.77309 -1.50895 0.52401
H4 1.80290 -1.29288 -0.94580
H5 -2.76136 -0.05229 -1.10705
H6 -2.46814 1.69106 -1.17834
H7 -3.34705 1.01280 0.18451
H8 -0.96643 1.44872 0.90920
H9 2.26852 1.19041 -1.22761

The value obtained for the lowest unoccupied orbital energy is 0.90 eV. The calculation puts the HOMO-LUMO gap at 0.366 Eh. Its SMILES is C/C=C(\F)CCS.

What did we get for energy relative to the best compared isomer or geometry (same formula, charge and spin)? Answer: 11.45 0.00 84.10 14.70 kcal per mole, in the order shown.
What did we get for F_max? Answer: 2.4 6.0 6.7 0.5 eV/A, in the order shown.